[1]
Formula: C8H14O5
Source: the OMol25 dataset
Level of theory: ωB97M-V/def2-TZVPD

Positions of all 27 atoms, in Å:
C: 1.34 -1.26 -0.71
C: 0.33 -0.19 1.27
C: -0.80 0.87 1.19
C: -1.78 0.26 -0.99
C: 1.23 -0.19 0.06
C: -0.81 0.32 -2.11
C: 2.22 -1.43 -1.91
C: -1.94 0.52 2.10
O: -1.29 1.23 -0.02
O: 1.08 0.11 2.46
O: -1.69 -1.02 -0.47
O: 1.93 0.95 -0.04
O: 0.05 1.32 -2.06
H: 0.86 -2.17 -0.48
H: -0.02 -1.15 1.49
H: -0.46 1.90 1.48
H: -2.81 0.57 -1.44
H: 1.40 -1.36 -2.77
H: 2.73 -2.44 -1.93
H: 2.96 -0.64 -2.13
H: -2.27 -0.43 1.70
H: -2.64 1.36 2.23
H: -1.54 0.32 3.09
H: 1.93 0.51 2.07
H: -2.11 -1.06 0.34
H: 2.19 1.00 -1.03
H: -0.09 2.08 -1.40

Properties
Total charge: 0
Relative energy (zero: lowest compared OMol25 entry of this formula, charge and spin) in kcal per mole: 97.25
Highest occupied orbital energy in Ha: -0.3113
Total energy in Ha: -689.23178

[2]
Formula: C3H6O3
Source: the OMol25 dataset
Level of theory: ωB97M-V/def2-TZVPD

Positions of all 12 atoms, in Å:
O: -1.43 0.68 -0.76
C: -1.07 -0.42 0.05
C: 0.45 -0.64 0.05
O: 0.98 -0.76 -1.24
C: 1.01 0.58 0.75
O: 1.23 1.60 0.13
H: -0.88 1.44 -0.50
H: -1.56 -1.30 -0.38
H: -1.43 -0.31 1.09
H: 0.71 -1.55 0.60
H: 0.94 0.12 -1.64
H: 1.06 0.56 1.86

Properties
Total charge: 0
Relative energy (zero: lowest compared OMol25 entry of this formula, charge and spin) in kcal per mole: 34.50
Highest occupied orbital energy in Ha: -0.3727
SMILES: O=C[C@H](O)CO
Total energy in Ha: -343.59958